Entry A
Entry from OMol25: a molecular structure, C21H25N5O5 (ωB97M-V with the def2-TZVPD basis set).

Molar mass ... 427.5 g/mol
Gap between HOMO and LUMO ... 6.81 eV

ORCA input file:
```
! wB97M-V def2-TZVPD RIJCOSX def2/J DEFGRID3
* xyz 0 1
C 1.48360 3.13161 -1.76184
H 1.27623 2.23958 -2.44064
O 0.72934 2.88830 -0.53901
C 1.11853 1.82530 0.12658
C 0.18350 1.54975 0.87438
C 0.38301 0.40974 1.89370
C 1.56725 -0.34668 1.88268
C 2.39409 -0.21043 0.81448
C 2.33375 0.89810 0.01396
O 3.28165 1.38887 -0.81571
C 4.41679 0.32393 -0.82781
H 4.18346 -0.67595 -1.28140
H 5.03451 0.57239 -0.20185
H 4.97892 0.90712 -1.65311
H 3.28384 -0.78518 0.74564
C 1.60145 -1.66772 2.75541
H 2.06488 -1.31218 3.56022
H 0.55390 -1.95365 2.98737
C 2.05631 -2.96987 1.99728
N 1.81528 -3.07377 0.74783
C 2.67234 -3.14473 -0.47510
O 3.96895 -3.20513 -0.09919
C 1.95107 -3.14098 -1.67197
N 1.21931 -1.91259 -1.72847
N -0.07218 -1.97139 -1.31519
C -0.46347 -0.52572 -1.59519
N 0.51356 0.10433 -2.63128
N 1.29496 -1.04875 -2.65396
C -1.43522 0.19675 -1.04706
C -1.89778 1.45839 -1.61243
C -3.05677 1.95697 -1.15575
C -3.75164 1.48454 -0.26118
C -3.44412 0.25594 0.44309
C -2.25516 -0.31985 -0.17689
H -1.96182 -1.32200 0.26538
O -4.30787 -0.31250 1.54033
C -3.97126 -1.47973 1.85694
H -2.84796 -1.31005 2.70558
H -3.95091 -2.27278 1.31506
H -4.56875 -1.67778 2.91338
O -4.85261 2.28105 0.53191
C -5.08010 3.36463 0.18347
H -6.00012 3.66546 0.54140
H -5.42355 3.45091 -1.15643
H -4.39688 4.00805 0.04786
H -3.37427 3.13292 -1.62059
H -1.33169 1.94509 -2.46179
H 2.67346 -2.82630 -2.57958
H 1.28788 -4.08094 -1.94169
H 0.91016 -2.97271 0.48107
H 3.23387 -2.80693 1.95627
H 1.94278 -3.86127 2.53683
H -0.71695 0.09519 2.54355
H -0.68965 2.23404 1.19919
H 0.89949 4.04081 -2.23068
H 2.54262 3.37778 -1.52508
*
```

Löwdin charges in e: atom 1 (C): -0.05, atom 2 (H): 0.07, atom 3 (O): -0.09, atom 4 (C): -0.33, atom 5 (C): -0.08, atom 6 (C): 0.01, atom 7 (C): -0.22, atom 8 (C): -0.05, atom 9 (C): -0.18, atom 10 (O): -0.09, atom 11 (C): 0.04, atom 12 (H): 0.11, atom 13 (H): -0.01, atom 14 (H): 0.13, atom 15 (H): 0.09, atom 16 (C): -0.06, atom 17 (H): 0.06, atom 18 (H): 0.11, atom 19 (C): -0.27, atom 20 (N): 0.02, atom 21 (C): -0.28, atom 22 (O): -0.04, atom 23 (C): -0.09, atom 24 (N): -0.25, atom 25 (N): 0.17, atom 26 (C): -0.13, atom 27 (N): 0.17, atom 28 (N): 0.00, atom 29 (C): -0.29, atom 30 (C): 0.03, atom 31 (C): -0.10, atom 32 (C): -0.09, atom 33 (C): 0.01, atom 34 (C): 0.00, atom 35 (H): 0.13, atom 36 (O): -0.07, atom 37 (C): -0.24, atom 38 (H): 0.17, atom 39 (H): 0.02, atom 40 (H): 0.14, atom 41 (O): 0.00, atom 42 (C): -0.34, atom 43 (H): 0.09, atom 44 (H): 0.15, atom 45 (H): 0.01, atom 46 (H): 0.21, atom 47 (H): 0.14, atom 48 (H): 0.19, atom 49 (H): 0.19, atom 50 (H): 0.07, atom 51 (H): 0.16, atom 52 (H): 0.11, atom 53 (H): 0.17, atom 54 (H): 0.17, atom 55 (H): 0.12, atom 56 (H): 0.09

Entry B
Entry from OMol25: a molecular structure, C21H25N5O5 (ωB97M-V with the def2-TZVPD basis set).

Molar mass ... 427.5 g/mol
Gap between HOMO and LUMO ... 7.62 eV

ORCA input file:
```
! wB97M-V def2-TZVPD RIJCOSX def2/J DEFGRID3
* xyz 0 1
C 2.47774 4.99787 1.10561
H 1.51993 4.81868 1.59863
O 3.51232 4.12488 1.38240
C 3.48982 2.89929 1.36948
C 2.42843 2.36638 0.82461
C 2.45527 0.87131 1.03198
C 3.55766 0.20847 1.58094
C 4.72913 0.77557 1.72532
C 4.74842 2.15650 1.77291
H 5.46955 2.79465 2.15923
O 5.77788 -0.17995 2.26206
C 7.01751 0.56735 2.63466
H 6.67399 1.44339 3.47978
H 7.53857 -0.24789 2.98611
H 7.38153 1.29931 1.80884
H 3.58198 -0.95960 1.53147
N 1.19861 0.30795 0.53925
C 1.00487 -1.12307 0.47961
O 1.70387 -2.16426 0.60923
C -0.38926 -1.60045 -0.05649
C -0.06480 -2.51420 -1.40139
C -1.39671 -3.16872 -1.66903
C -2.31712 -2.02766 -2.31932
H -3.25969 -2.33540 -2.57749
H -1.68485 -1.56312 -3.41507
C -2.64530 -0.96981 -1.25404
N -3.40581 0.36334 -1.67333
C -3.30073 0.72460 -2.87179
N -4.13430 1.89233 -2.69336
C -4.84296 1.74653 -1.57987
N -4.30514 0.60185 -0.97193
N -5.76339 2.60412 -1.29348
O -6.23835 3.39195 -1.93225
O -6.25444 2.49072 -0.08444
H -2.58578 0.75253 -3.60271
C -1.27337 -0.59344 -0.66604
H -0.69892 0.15592 -1.65503
H -1.55952 0.27228 0.38178
C -3.30536 -1.70185 -0.07276
C -2.37486 -2.94235 0.53778
C -2.33869 -3.73813 -0.60096
H -3.08857 -4.27875 -0.82935
H -1.51976 -4.58288 -0.30709
C -1.11566 -2.13480 0.99278
H -0.38883 -3.14062 1.28127
H -1.46896 -1.53732 1.71383
H -3.09865 -3.22841 1.23921
H -4.42774 -1.89393 -0.47175
H -3.51501 -1.04255 0.60360
H -1.16136 -3.82650 -2.58679
H 0.48809 -3.38930 -1.02770
H 0.40010 -2.06211 -2.19351
H 0.40698 0.73090 0.05647
H 1.43437 2.77588 0.70525
H 2.16152 4.88312 0.06108
H 2.76577 5.92941 1.35178
*
```

Löwdin charges in e: atom 1 (C): -0.05, atom 2 (H): 0.10, atom 3 (O): -0.01, atom 4 (C): -0.38, atom 5 (C): 0.03, atom 6 (C): -0.11, atom 7 (C): -0.02, atom 8 (C): -0.24, atom 9 (C): 0.08, atom 10 (H): 0.08, atom 11 (O): -0.14, atom 12 (C): -0.07, atom 13 (H): 0.14, atom 14 (H): 0.04, atom 15 (H): 0.11, atom 16 (H): 0.16, atom 17 (N): 0.14, atom 18 (C): -0.29, atom 19 (O): 0.03, atom 20 (C): -0.44, atom 21 (C): -0.04, atom 22 (C): -0.26, atom 23 (C): -0.08, atom 24 (H): 0.07, atom 25 (H): 0.20, atom 26 (C): -0.34, atom 27 (N): -0.15, atom 28 (C): -0.03, atom 29 (N): 0.19, atom 30 (C): -0.29, atom 31 (N): 0.20, atom 32 (N): -0.38, atom 33 (O): 0.19, atom 34 (O): 0.01, atom 35 (H): 0.10, atom 36 (C): -0.10, atom 37 (H): 0.21, atom 38 (H): 0.22, atom 39 (C): -0.07, atom 40 (C): -0.22, atom 41 (C): -0.16, atom 42 (H): 0.07, atom 43 (H): 0.18, atom 44 (C): -0.09, atom 45 (H): 0.22, atom 46 (H): 0.10, atom 47 (H): 0.13, atom 48 (H): 0.18, atom 49 (H): 0.03, atom 50 (H): 0.17, atom 51 (H): 0.13, atom 52 (H): 0.10, atom 53 (H): 0.09, atom 54 (H): 0.11, atom 55 (H): 0.11, atom 56 (H): 0.06

Most stable structure among those shown: entry B.